No. 1
The molecule C2H4N4O2 in a non-equilibrium geometry, computed with ωB97M-V/def2-TZVPD.

```
12
Properties=species:S:1:pos:R:3:mulliken_charge:R:1
N 0.25126 2.52441 0.37099 -0.5282
C 0.18552 1.15753 0.12747 0.5148
N 0.82875 0.60513 -0.79664 -0.4744
C 0.40162 -0.66166 -0.80386 0.4722
O 0.86200 -1.63563 -1.24881 -0.4377
N -0.94522 -0.71735 0.16500 0.0125
O -0.53494 -1.79663 0.91051 -0.4659
N -0.83217 0.48126 0.87357 -0.3258
H 0.78285 3.04971 -0.31218 0.2910
H 0.75022 2.81055 1.25097 0.2818
H -1.02840 -2.62860 0.75706 0.3422
H -1.76232 0.99705 0.77857 0.3176
```

Energy above the lowest of the compared OMol25 structures with the same formula, charge and spin (kcal/mol): 46.4
Multiplicity: 1
HOMO energy (eV): -9.44
Frontier orbital gap (Eh): 0.372
F_max (hartree/bohr): 0.0823



No. 2
A cluster of 2 separate species, C2H4N4O2 in total in a non-equilibrium geometry, computed with ωB97M-V/def2-TZVPD.

```
12
Properties=species:S:1:pos:R:3:mulliken_charge:R:1
H -0.21218 2.33075 0.81400 0.2568
N -0.13107 1.32280 0.87743 -0.7678
N 0.84041 1.02654 0.20365 0.9368
O 1.67172 1.76650 -0.28595 -0.6542
C 0.97937 -0.35620 0.05586 0.0852
C 2.12558 -1.01707 -0.26861 -0.6148
H -0.03810 -0.81019 0.09489 0.2368
H 1.99044 -2.15587 -0.16213 0.2391
H 3.19710 -0.68045 -0.25528 0.2846
N -2.95050 -1.47499 -0.37497 -0.2918
N -3.49348 -0.50676 -0.34248 0.8020
O -3.97928 0.55495 -0.35640 -0.5127
```

Energy above the lowest of the compared OMol25 structures with the same formula, charge and spin (kcal/mol): 114.5
Multiplicity: 1
HOMO energy (eV): -10.35
Frontier orbital gap (Eh): 0.376
F_max (hartree/bohr): 0.0720



No. 3
A cluster of 2 separate species, C2H4N4O2 in total in a non-equilibrium geometry, computed with ωB97M-V/def2-TZVPD.

```
12
Properties=species:S:1:pos:R:3:mulliken_charge:R:1
C 0.51848 1.56087 1.04662 0.0316
C -0.09648 -0.25250 0.19175 0.5416
H 1.64859 -0.38311 -2.03045 0.3000
H -0.45323 -0.87255 -2.08163 0.3822
H 0.26293 2.40842 1.80262 0.3265
H -2.37054 -1.45045 1.33836 0.3225
N 0.62942 0.35295 -2.09624 -0.7743
N 0.74669 0.33211 -0.70978 0.7376
N 1.16608 1.50555 -0.11906 -0.6791
N -0.70457 -1.30338 -0.20989 -0.4271
O -0.03940 0.30122 1.33820 -0.3079
O -1.77099 -2.02161 0.59751 -0.4536
```

Energy above the lowest of the compared OMol25 structures with the same formula, charge and spin (kcal/mol): 199.5
Multiplicity: 1
HOMO energy (eV): -8.48
Frontier orbital gap (Eh): 0.322
F_max (hartree/bohr): 0.1441